C46H71InNO37 as an isolated structure. Source: OMol25; level of theory: the ωB97M-V functional and the def2-TZVPD basis.

Its largest force on an atom is 5.22 eV/Å. The calculation puts the HOMO-LUMO gap at 2.7 eV. For the molecular weight, the calculation gives 1344.9 u. The value obtained for the LUMO energy is -0.3162 Eh.

```
! RIJCOSX wB97M-V def2-TZVPD def2/J DEFGRID3
* xyz 1 1
In 1.4342 3.4372 -1.9227
C -3.6435 3.9268 -2.7004
C -2.3891 4.1715 -3.5884
O -1.2318 4.5023 -2.8918
H -4.0158 4.8031 -2.1698
H -3.5396 3.1782 -1.9150
H -4.3946 3.5558 -3.3978
H -2.6970 4.9912 -4.2375
H -2.2762 3.2535 -4.1650
N -0.4928 0.6327 -0.9567
O -0.9550 -0.4174 -0.6210
O 0.1072 0.6909 -2.0076
O -0.4973 1.6642 -0.2636
C -0.8127 -1.4698 -6.1872
C -1.0445 -1.2392 -4.6967
C -2.1861 -0.2503 -4.4123
O -2.8904 -0.9145 -3.4202
C -2.6243 -2.2300 -3.4532
O -3.3937 -3.0003 -2.8670
O -1.5192 -2.4685 -4.1664
H -0.0246 -2.1943 -6.3925
H -0.4627 -0.5500 -6.6557
H -1.6745 -1.7609 -6.7877
H -0.1404 -0.8846 -4.2017
H -2.8601 -0.1935 -5.2670
H -1.7164 0.7002 -4.1592
C 0.4784 -3.5308 -1.2895
C 1.5095 -2.6291 -0.6294
C 1.1440 -2.3742 0.8184
O 2.2079 -3.1134 1.4961
C 3.1332 -3.5102 0.6520
O 4.2767 -3.9623 0.9559
O 2.7452 -3.2791 -0.5605
H 0.8786 -3.9382 -2.2179
H -0.3487 -2.8864 -1.5874
H 0.2071 -4.3953 -0.6835
H 1.5337 -1.6998 -1.1985
H 0.1361 -2.7334 1.0266
H 1.2065 -1.2965 0.9694
C -0.1283 2.9812 3.4826
C -0.5407 1.6310 3.9912
C -0.5903 0.5400 2.9627
O 0.0730 -0.5185 3.5602
C 0.6341 -0.1464 4.7061
O 1.2002 -0.9108 5.4877
O 0.4003 1.1578 4.9043
H 0.2861 3.5973 4.2806
H -0.9111 3.6027 3.0478
H 0.7442 2.8885 2.8359
H -1.4553 1.8601 4.5383
H -0.1273 0.7927 2.0089
H -1.6090 0.2212 2.7417
C 4.1227 -2.6048 -5.1645
C 3.6735 -2.3921 -3.6718
C 4.7190 -2.0015 -2.6796
O 4.5377 -0.6191 -2.3180
C 3.4357 -0.2275 -2.9171
O 2.9857 0.8849 -2.8977
O 2.9387 -1.1699 -3.6422
H 3.2646 -2.9882 -5.7166
H 4.8746 -3.3935 -5.1397
H 4.4014 -1.6777 -5.6654
H 2.9884 -3.1679 -3.3300
H 5.7293 -2.0851 -3.0801
H 4.8104 -2.6637 -1.8186
C 2.4583 -0.6371 -8.0821
C 2.7457 0.6642 -7.2638
C 2.4080 2.0148 -7.8759
O 1.7848 2.7355 -6.8725
C 1.6314 1.8833 -5.8344
O 1.1268 2.3164 -4.7679
O 2.0343 0.6310 -6.0989
H 1.3911 -0.7134 -8.2901
H 2.7999 -1.5336 -7.5647
H 2.9251 -0.6343 -9.0672
H 3.8138 0.7005 -7.0497
H 1.7127 1.7995 -8.6873
H 3.3528 2.4110 -8.2479
C 6.1884 -0.8255 2.2381
C 4.7155 -0.4020 2.2332
C 4.1693 0.6434 3.2213
O 3.2442 1.2877 2.4150
C 3.4811 1.0800 1.1288
O 2.8833 1.6009 0.1981
O 4.4250 0.1940 0.9897
H 6.4083 -1.3549 3.1652
H 6.8209 0.0603 2.1797
H 6.3085 -1.6125 1.4936
H 4.0759 -1.2838 2.2679
H 4.8670 1.4131 3.5514
H 3.6743 0.1493 4.0573
C -3.8498 1.2887 1.2945
C -4.4055 0.4373 0.1435
C -4.1168 -1.0331 0.1705
O -5.3940 -1.5812 -0.0598
C -6.3614 -0.6790 0.0149
O -7.5666 -0.8722 -0.1560
O -5.8220 0.4907 0.2560
H -4.1534 0.9143 2.2721
H -4.2350 2.3083 1.3007
H -2.7636 1.3528 1.3579
H -3.9770 0.8167 -0.7841
H -3.6880 -1.3579 1.1185
H -3.5403 -1.4134 -0.6728
C -2.3480 -5.2593 0.1457
C -3.4826 -5.5202 1.1933
C -4.7860 -4.8267 0.8073
O -5.6671 -5.8797 0.7102
C -5.1404 -7.0188 1.1049
O -5.7275 -8.0591 1.3626
O -3.8004 -6.8652 1.2288
H -1.9454 -4.2482 0.2065
H -2.6525 -5.4083 -0.8902
H -1.4607 -5.8701 0.3124
H -3.1471 -5.1588 2.1654
H -4.6130 -4.2903 -0.1258
H -4.9960 -4.0570 1.5500
C 3.8661 4.3406 5.4892
C 2.9412 4.9850 4.4368
C 3.4896 6.1861 3.8049
O 3.3764 5.9974 2.4452
C 2.9138 4.7333 2.1784
O 2.5857 4.3017 1.0638
O 2.6741 4.1218 3.3192
H 3.6896 4.7164 6.4970
H 4.9013 4.4593 5.1692
H 3.8249 3.2600 5.3518
H 1.9509 5.2087 4.8335
H 4.5273 6.3491 4.0959
H 2.8607 6.9906 4.1861
C -4.0045 4.7702 2.7860
C -3.2262 5.5457 1.7071
C -2.3371 6.6221 2.2884
O -1.0910 6.2805 1.7412
C -1.2241 5.2711 0.7977
O -0.3460 4.7917 0.1006
O -2.4169 4.7098 0.9182
H -4.6414 3.9793 2.3899
H -4.6009 5.4558 3.3880
H -3.2229 4.2873 3.3726
H -3.9368 5.9965 1.0143
H -2.2263 6.5366 3.3694
H -2.7188 7.6304 2.1276
C -1.3123 -4.6750 6.6619
C -0.7450 -3.7768 5.5841
C -0.1139 -4.6199 4.4860
O -0.7157 -4.1137 3.2514
C -1.7140 -3.3228 3.6045
O -2.5372 -2.8218 2.8286
O -1.8866 -3.3096 4.8861
H -1.7551 -4.0627 7.4474
H -0.5553 -5.2960 7.1410
H -2.0466 -5.3402 6.2076
H -0.1331 -2.9507 5.9464
H -0.4991 -5.6369 4.4118
H 0.9747 -4.5758 4.4536
*
```

Here are the Mulliken charges for atoms 1 to 5, given in e: 1.359, -0.942, 0.011, -0.197, 0.378